[1]
{"formula": "C20H35IN2O9PS4", "method": "ωB97M-V with the def2-TZVPD basis set", "total_charge": 1, "symbols": ["C", "C", "C", "C", "C", "C", "N", "N", "P", "O", "I", "C", "C", "S", "O", "O", "H", "H", "H", "H", "H", "H", "H", "H", "H", "H", "H", "C", "C", "C", "S", "O", "O", "C", "H", "H", "H", "H", "H", "H", "H", "H", "C", "C", "C", "S", "O", "O", "C", "H", "H", "H", "H", "H", "H", "H", "H", "C", "C", "C", "S", "O", "O", "C", "H", "H", "H", "H", "H", "H", "H", "H"], "xyz": [[3.40120, 4.72233, 1.49742], [2.51564, 4.60964, 0.45890], [1.19611, 5.39467, 0.57346], [-0.05922, 4.62999, 0.13736], [-0.96001, 5.13288, -0.85098], [-2.08434, 4.32191, -1.17455], [-2.41996, 3.12828, -0.72065], [-1.54792, 2.73057, 0.18895], [-1.91459, 1.06430, 0.89301], [-3.04435, 0.41902, -0.12580], [-3.11216, 1.43433, 3.00773], [-0.47421, 3.35709, 0.64408], [0.37436, 2.70962, 1.75660], [1.47704, 1.39137, 1.09196], [1.29685, 1.25406, -0.35281], [1.22582, 0.10125, 1.70176], [2.98103, 4.49915, 2.50081], [4.44643, 5.04044, 1.37198], [2.75056, 3.94821, -0.39706], [1.29840, 6.26478, -0.11293], [1.04679, 5.83702, 1.58302], [-0.82851, 6.09450, -1.36179], [-2.79160, 4.73628, -1.91624], [-3.93065, 0.54769, 0.26249], [1.07260, 3.45855, 2.18652], [-0.21867, 2.35092, 2.62223], [2.80626, 1.71204, 1.28085], [3.70293, 0.27447, 6.35532], [4.15527, -0.70571, 5.26724], [3.48711, -0.27665, 3.95588], [3.22294, 1.49043, 4.08841], [1.79686, 1.74842, 4.10651], [4.10709, 2.17874, 3.16885], [3.85324, 1.66532, 5.74867], [4.29304, 0.17024, 7.26497], [2.65600, 0.08800, 6.60844], [5.24159, -0.65517, 5.16097], [3.89937, -1.73427, 5.51893], [4.11877, -0.48183, 3.09352], [2.51629, -0.75191, 3.82499], [3.29028, 2.43119, 6.27933], [4.90283, 1.95283, 5.67664], [0.81479, -0.93304, -2.46513], [-0.49648, -1.68788, -2.71890], [-0.20564, -2.77922, -3.75118], [1.52460, -3.20793, -3.55366], [2.23377, -2.82887, -4.75012], [1.62724, -4.53330, -2.99210], [1.88067, -2.00618, -2.27902], [0.74803, -0.28227, -1.59290], [1.05629, -0.31186, -3.33266], [-0.83931, -2.14533, -1.78597], [-1.28555, -1.02212, -3.06501], [-0.81430, -3.66249, -3.58544], [-0.34890, -2.41598, -4.76748], [2.89577, -1.63182, -2.39813], [1.77420, -2.50341, -1.31382], [-5.79609, -4.73523, -2.63420], [-4.46424, -5.48371, -2.51327], [-3.62049, -5.12023, -3.73960], [-4.15311, -3.48336, -4.24785], [-4.77387, -3.58224, -5.54229], [-3.10113, -2.52971, -3.97617], [-5.43476, -3.30368, -3.01465], [-6.36587, -4.77040, -1.70569], [-6.40405, -5.18854, -3.42110], [-3.94855, -5.16449, -1.60372], [-4.61178, -6.56123, -2.44382], [-2.55802, -5.09602, -3.50605], [-3.80219, -5.80360, -4.56797], [-6.27052, -2.74406, -3.43032], [-5.00702, -2.76678, -2.16672]], "forces_ev_per_a": [[-0.90, -0.07, -0.36], [0.44, -0.02, 0.93], [-0.65, -1.31, -0.27], [-1.76, 0.44, -1.50], [0.63, -1.60, 1.47], [-0.91, 1.36, -1.68], [1.37, 1.79, 0.24], [-0.99, -0.93, 0.87], [0.24, -2.40, -0.47], [0.55, 1.39, 1.55], [-0.05, 0.36, -0.51], [1.90, 0.79, 0.63], [0.14, 0.68, 0.13], [-0.39, -3.57, -1.98], [0.08, 2.15, 0.80], [0.27, 1.17, 1.09], [0.41, 1.77, -0.19], [-0.08, -1.69, 0.10], [0.07, 1.69, -0.47], [-0.03, -0.54, 0.42], [0.24, -0.45, -0.44], [-0.02, -0.47, 0.32], [0.42, -0.41, 0.42], [0.06, -0.07, -0.56], [-0.56, -0.36, -0.35], [0.43, -0.22, -0.62], [-0.80, 0.67, 0.45], [-0.11, -0.15, -0.06], [0.16, 0.06, 0.09], [0.05, -0.50, 0.07], [0.63, -0.65, 0.82], [0.08, 0.53, -0.37], [-0.57, 0.24, -0.31], [0.04, 0.01, 0.40], [-0.03, 0.04, -0.03], [0.03, 0.05, 0.03], [-0.04, 0.00, 0.01], [0.00, 0.04, -0.06], [-0.13, 0.13, -0.08], [-0.02, 0.17, -0.08], [-0.02, 0.06, -0.16], [-0.05, 0.03, -0.10], [-0.18, -0.03, 0.00], [0.09, 0.14, 0.07], [-0.32, 0.19, 0.04], [-0.12, 0.02, 0.19], [0.06, -0.20, 0.05], [0.15, -0.01, -0.23], [0.04, 0.39, 0.21], [0.03, -0.22, -0.25], [0.04, -0.03, 0.02], [0.02, 0.00, -0.02], [-0.01, -0.11, -0.02], [0.17, -0.06, -0.12], [0.08, -0.08, 0.01], [0.03, -0.17, -0.08], [0.02, -0.05, -0.06], [0.02, -0.10, -0.06], [-0.03, 0.01, 0.11], [0.09, -0.38, 0.23], [-0.07, -0.09, 0.18], [0.17, 0.19, -0.01], [-0.21, 0.03, -0.27], [-0.32, -0.07, 0.26], [0.00, 0.01, -0.04], [-0.01, 0.06, 0.03], [-0.02, 0.00, -0.03], [0.03, 0.04, -0.01], [-0.01, 0.06, -0.16], [0.00, 0.14, -0.06], [0.13, 0.06, -0.12], [0.05, 0.01, -0.07]]}

***

[2]
{"formula": "C20H35N3O4PdS2Si", "method": "ωB97M-V with the def2-TZVPD basis set", "symbols": ["Pd", "C", "S", "C", "S", "N", "N", "C", "C", "C", "C", "C", "C", "N", "H", "H", "H", "H", "H", "H", "H", "H", "C", "C", "C", "C", "O", "Si", "O", "O", "C", "C", "C", "C", "O", "C", "C", "C", "C", "H", "H", "H", "H", "H", "H", "H", "H", "H", "H", "H", "H", "H", "H", "H", "H", "H", "H", "H", "H", "H", "H", "H", "H", "H", "H", "H"], "xyz": [[0.71635, -0.21711, -1.59185], [5.49033, -2.29004, -2.55242], [5.07172, -0.73655, -3.39447], [3.42211, -0.47641, -2.90694], [2.50895, -1.67901, -2.03807], [2.92088, 0.66193, -3.26175], [1.64122, 0.86752, -3.04218], [1.13395, 2.08319, -3.00680], [-0.28709, 2.21296, -3.00633], [-0.93278, 3.45910, -3.02309], [-2.30763, 3.50553, -2.94920], [-3.01895, 2.31145, -2.92072], [-2.30801, 1.11741, -2.95114], [-0.99124, 1.05586, -2.96253], [6.56785, -2.38631, -2.62724], [4.99781, -3.12568, -3.03758], [5.18221, -2.22195, -1.51619], [1.78297, 2.95211, -2.97159], [-0.34372, 4.36180, -3.07072], [-2.82542, 4.45349, -2.91288], [-4.09594, 2.30456, -2.85843], [-2.83636, 0.17017, -2.95212], [3.38385, -0.09557, 2.29906], [2.03754, -0.77874, 2.04115], [2.26068, -2.20708, 1.53421], [1.20702, -0.82179, 3.32051], [1.38481, -0.01015, 1.03831], [-0.22766, 0.14835, 0.71982], [-0.35434, 1.20424, -0.42991], [-1.19091, 0.39324, 2.00223], [-1.72887, 1.66378, 2.32676], [-2.29622, 1.51947, 3.73810], [-2.83595, 2.02273, 1.33397], [-0.64409, 2.73763, 2.29166], [-0.44044, -1.39407, 0.07549], [-1.56595, -2.18308, -0.26844], [-2.88124, -1.47286, 0.04439], [-1.42884, -2.48623, -1.77139], [-1.46582, -3.48627, 0.53737], [3.95853, -0.65023, 3.03668], [3.21844, 0.91582, 2.65966], [3.94685, -0.03581, 1.37066], [2.77290, -2.79747, 2.29104], [2.85807, -2.19688, 0.62458], [1.30299, -2.66445, 1.30600], [1.74367, -1.34150, 4.10935], [0.26768, -1.33282, 3.13065], [0.97708, 0.18744, 3.64888], [-3.01639, 0.70662, 3.75550], [-2.78467, 2.43646, 4.05119], [-1.49269, 1.28560, 4.43006], [-3.61765, 1.26779, 1.35135], [-2.40571, 2.06823, 0.33769], [-3.26504, 2.98828, 1.58287], [0.21180, 2.42409, 2.88393], [-1.02942, 3.67507, 2.68211], [-0.31643, 2.88118, 1.26649], [-2.91086, -0.50922, -0.45647], [-2.94235, -1.30096, 1.11512], [-3.73085, -2.07782, -0.26402], [-1.44037, -1.54474, -2.34175], [-2.23253, -3.13512, -2.11317], [-0.47028, -2.98753, -1.94720], [-1.50555, -3.26202, 1.60108], [-0.51891, -3.97635, 0.31933], [-2.28108, -4.16126, 0.28932]], "forces_ev_per_a": [[1.17, -2.31, -0.58], [-0.34, 0.37, -0.23], [0.20, -0.07, 0.10], [-0.91, -0.40, 0.29], [-0.58, 0.61, -0.34], [2.04, 0.79, -0.75], [-1.85, 1.43, 1.70], [1.73, -1.42, -0.45], [-2.10, -0.01, 0.33], [0.77, -0.52, 0.08], [-0.42, -0.34, -0.03], [0.20, 0.31, 0.09], [0.00, 0.17, 0.05], [-0.12, 0.69, -0.88], [0.10, -0.02, 0.00], [0.01, -0.11, 0.00], [0.08, -0.07, 0.16], [0.09, -0.03, -0.55], [0.07, 0.12, 0.03], [-0.01, 0.04, -0.04], [-0.09, -0.01, -0.05], [0.00, -0.03, 0.03], [-0.39, -0.11, -0.14], [0.48, -0.34, 0.29], [0.01, 0.31, 0.00], [0.11, 0.08, -0.23], [-0.21, 0.37, 0.61], [0.52, -0.16, 0.95], [-0.35, 0.58, -0.72], [0.14, -0.61, -0.11], [-0.61, 0.75, 0.46], [0.17, -0.03, -0.35], [0.25, -0.15, 0.12], [-0.08, -0.24, -0.05], [0.64, 0.63, -0.12], [-0.64, -0.87, -0.70], [0.43, -0.04, 0.07], [0.04, 0.21, 0.34], [0.13, 0.43, -0.16], [0.09, -0.05, 0.07], [0.00, 0.14, 0.09], [0.08, -0.03, -0.09], [0.04, -0.08, 0.08], [0.05, 0.01, 0.01], [-0.08, -0.13, 0.00], [0.08, -0.09, 0.08], [-0.15, -0.12, 0.11], [-0.02, 0.13, 0.13], [-0.13, -0.10, 0.04], [-0.08, 0.15, 0.08], [0.09, -0.03, 0.16], [-0.15, -0.08, 0.03], [-0.03, 0.04, -0.17], [-0.11, 0.16, 0.06], [0.11, 0.02, 0.17], [-0.03, 0.13, 0.07], [0.09, 0.12, -0.13], [-0.09, 0.17, -0.12], [-0.11, 0.07, 0.13], [-0.03, -0.05, -0.09], [-0.04, -0.31, 0.08], [-0.09, -0.02, -0.06], [-0.15, 0.07, -0.04], [-0.01, -0.01, 0.13], [0.05, -0.08, 0.00], [-0.09, -0.05, -0.04]]}

***

no.,HOMO energy (eV)
1,-11.399
2,-7.869